Entry 1:
Molecular formula: C13H17F3N2O2SScSi
Method: DFT, the ωB97M-V functional and the def2-TZVPD basis

ORCA input file:
```
! RIJCOSX wB97M-V def2-TZVPD def2/J DEFGRID3
* xyz 1 1
Sc 0.187 -0.282 -0.110
C -2.522 -5.912 1.402
Si -3.259 -4.206 1.371
C -4.538 -4.004 2.701
C -3.989 -3.883 -0.298
C -1.819 -3.041 1.873
C -1.149 -3.397 3.038
C -0.071 -2.671 3.549
C 0.343 -1.575 2.848
N -0.298 -1.174 1.733
C -1.366 -1.862 1.253
S -2.088 -1.170 -0.211
H -3.293 -6.650 1.167
H -2.103 -6.179 2.374
H -1.732 -6.008 0.652
H -5.379 -4.682 2.539
H -4.929 -2.984 2.712
H -4.126 -4.219 3.690
H -4.725 -4.671 -0.484
H -3.240 -3.927 -1.090
H -4.499 -2.923 -0.360
H -1.465 -4.285 3.576
H 0.435 -2.966 4.456
H 1.192 -0.980 3.159
C -1.647 4.878 -0.696
C -1.072 4.278 0.594
C -0.668 2.884 0.402
N -0.337 1.803 0.219
H -1.942 5.905 -0.498
H -2.523 4.324 -1.028
H -0.905 4.878 -1.492
H -1.799 4.294 1.407
H -0.189 4.821 0.934
F 2.157 -1.697 0.352
C 2.128 -2.040 -0.990
F 0.770 -2.281 -1.163
F 2.796 -3.121 -1.186
C 2.477 -0.766 -1.778
O 3.405 -0.700 -2.515
O 1.580 0.135 -1.426
*
```

Gap between HOMO and LUMO in Eh: 0.3020
Maximum force in eV/Å: 1.13
HOMO energy in eV: -11.819
DFT total energy in a.u.: -2513.5367

***

Entry 2:
Molecular formula: C13H17FN
Method: DFT, the ωB97M-V functional and the def2-TZVPD basis

ORCA input file:
```
! RIJCOSX wB97M-V def2-TZVPD def2/J DEFGRID3
* xyz 1 3
C -1.834 -2.703 -0.732
C -1.836 -3.507 0.432
C -1.622 -1.400 -0.605
C -1.402 -2.968 1.619
C -1.112 -0.821 0.556
C -0.951 -1.649 1.721
C 0.262 3.965 0.738
C 0.428 2.657 0.516
C -0.734 1.791 0.842
C -0.867 0.488 0.603
C -0.581 -1.110 3.076
C 3.157 0.611 -2.109
C 0.745 0.950 -2.561
N 1.799 0.773 -1.490
F 1.642 -0.372 -0.633
H -2.155 -2.993 -1.645
H -2.138 -4.521 0.337
H -1.817 -0.733 -1.378
H -1.370 -3.581 2.460
H 0.998 4.728 0.509
H -0.665 4.261 1.119
H 1.185 2.279 -0.147
H -1.537 2.171 1.423
H -0.022 -1.963 3.505
H 0.055 -0.229 2.988
H -1.478 -0.929 3.802
H 3.193 -0.343 -2.634
H 3.431 1.516 -2.586
H 3.835 0.561 -1.262
H 0.157 1.854 -2.293
H 1.196 1.205 -3.556
H 0.039 0.016 -2.616
*
```

Gap between HOMO and LUMO (alpha / beta) in Eh: 0.2572 / 0.1892
Maximum force in eV/Å: 3.49
⟨S²⟩: 2.074
HOMO energy (alpha / beta) in eV: -11.032 / -12.613
DFT total energy in a.u.: -659.6440

***

Entry 3:
Molecular formula: C13H17N3O4S
Method: DFT, the ωB97M-V functional and the def2-TZVPD basis

ORCA input file:
```
! RIJCOSX wB97M-V def2-TZVPD def2/J DEFGRID3
* xyz 0 1
C 0.253 -1.864 -4.757
O -0.366 -1.317 -3.605
N -1.315 -2.222 -3.064
C -2.539 -1.556 -2.709
S -0.548 -3.032 -1.772
O 0.590 -3.694 -2.333
O -1.563 -3.822 -1.136
C -0.015 -1.737 -0.671
C 1.176 -1.077 -0.906
C 1.559 -0.044 -0.073
C 0.749 0.337 1.003
C -0.486 -0.323 1.193
C -0.857 -1.361 0.360
N -1.358 0.167 2.167
C -1.061 1.142 3.061
O -1.902 1.682 3.743
C 0.435 1.440 3.163
C 0.735 2.871 3.629
C 1.226 3.578 2.365
C 1.927 2.457 1.597
N 1.102 1.308 1.884
H 0.790 -2.780 -4.502
H 0.946 -1.095 -5.091
H -0.485 -2.071 -5.536
H -3.063 -1.264 -3.619
H -3.127 -2.286 -2.159
H -2.362 -0.670 -2.090
H 1.795 -1.394 -1.727
H 2.493 0.467 -0.238
H -1.791 -1.885 0.495
H -2.316 -0.160 2.141
H 0.840 0.703 3.876
H 1.514 2.866 4.391
H -0.161 3.327 4.048
H 0.378 3.946 1.786
H 1.889 4.412 2.585
H 2.946 2.307 1.977
H 1.972 2.643 0.523
*
```

Gap between HOMO and LUMO in Eh: 0.3161
Maximum force in eV/Å: 1.20
HOMO energy in eV: -8.050
DFT total energy in a.u.: -1368.9481

***

Entry 4:
Molecular formula: C13H17N5O2
Method: DFT, the ωB97M-V functional and the def2-TZVPD basis

ORCA input file:
```
! RIJCOSX wB97M-V def2-TZVPD def2/J DEFGRID3
* xyz 0 1
C 3.944 -2.633 5.715
C 3.140 -1.711 4.870
C 2.398 -0.607 5.188
C 1.855 -0.130 3.978
C 2.306 -0.983 3.002
C 2.061 -0.975 1.591
N 2.539 -1.881 0.711
N 2.105 -1.533 -0.445
N 1.390 -0.450 -0.283
C 0.703 0.208 -1.345
C -0.769 -0.252 -1.364
O -1.164 -1.121 -0.619
N -1.557 0.373 -2.259
C -1.123 1.453 -3.125
C -2.143 1.674 -4.238
C -3.503 2.088 -3.669
C -3.776 1.368 -2.341
C -2.980 0.072 -2.261
N 1.329 -0.051 0.968
O 3.086 -1.941 3.547
H 3.876 -2.331 6.756
H 4.987 -2.618 5.404
H 3.579 -3.654 5.611
H 2.259 -0.190 6.165
H 1.217 0.716 3.830
H 1.197 -0.072 -2.279
H 0.760 1.287 -1.184
H -1.007 2.381 -2.548
H -0.156 1.204 -3.568
H -2.240 0.750 -4.809
H -1.768 2.442 -4.916
H -3.526 3.167 -3.510
H -4.279 1.848 -4.396
H -4.838 1.149 -2.235
H -3.484 2.002 -1.502
H -3.194 -0.469 -1.337
H -3.225 -0.583 -3.104
*
```

Gap between HOMO and LUMO in Eh: 0.3142
Maximum force in eV/Å: 1.46
HOMO energy in eV: -7.952
DFT total energy in a.u.: -929.8064

***

Entry 5:
Molecular formula: C13H18ClIN2O2PPr
Method: DFT, the ωB97M-V functional and the def2-TZVPD basis

ORCA input file:
```
! RIJCOSX wB97M-V def2-TZVPD def2/J DEFGRID3
* xyz 2 3
C 7.194 -1.731 -2.658
C 5.901 -0.973 -2.721
H 7.857 -1.418 -3.478
H 6.986 -2.806 -2.737
H 7.679 -1.538 -1.693
O 5.578 -0.121 -3.534
I 4.523 -1.539 -1.134
Pr 0.291 0.090 0.277
P -0.887 -1.857 -1.404
C -2.143 -1.351 -2.562
C 0.482 -2.601 -2.302
H -0.809 -3.445 0.414
H -1.848 -3.945 -0.974
H -2.436 -2.733 0.225
C -1.563 -3.121 -0.315
H 1.280 -2.907 -1.612
H 0.055 -3.464 -2.819
H -2.419 -2.266 -3.089
H -1.731 -0.600 -3.242
H 0.896 -1.882 -3.019
H -2.992 -0.924 -2.020
C -1.233 1.423 -0.947
O -1.939 2.201 -1.387
Cl 1.613 -1.860 1.176
N -3.719 -0.023 2.715
C -3.061 -0.391 1.593
N -1.789 0.051 1.656
C -1.656 0.764 2.840
C -0.555 1.493 3.339
C -0.748 2.153 4.561
C -1.986 2.090 5.242
C -3.068 1.368 4.722
C -2.865 0.712 3.513
H -4.690 -0.225 2.936
H -3.489 -0.945 0.762
H 0.387 1.516 2.764
H 0.067 2.720 4.978
H -2.110 2.610 6.174
H -4.050 1.295 5.201
*
```

Gap between HOMO and LUMO (alpha / beta) in Eh: 0.2144 / 0.2202
Maximum force in eV/Å: 6.49
⟨S²⟩: 2.004
HOMO energy (alpha / beta) in eV: -14.186 / -14.186
DFT total energy in a.u.: -2381.9252

***

Entry 6:
Molecular formula: C13H18FeNO3
Method: DFT, the ωB97M-V functional and the def2-TZVPD basis

ORCA input file:
```
! RIJCOSX wB97M-V def2-TZVPD def2/J DEFGRID3
* xyz 1 5
O 2.437 -2.272 0.354
C 2.095 -1.385 -0.325
Fe 1.610 0.144 -0.998
C 2.515 1.037 0.216
O 2.894 1.544 1.196
C 2.801 0.344 -2.296
O 3.828 0.519 -2.807
C -1.578 0.040 2.197
C -1.007 -0.898 1.107
C -0.444 -0.281 -0.179
C -0.404 1.119 -0.334
C -0.704 1.905 0.803
C -1.310 1.389 1.974
H -1.641 -0.324 3.227
H -0.229 -1.561 1.532
H -1.826 -1.576 0.775
H -0.598 -0.926 -1.063
H -0.311 1.580 -1.335
H -0.486 2.970 0.746
H -1.523 2.115 2.773
C -4.386 -2.762 4.081
C -4.528 -1.275 3.759
C -5.986 -0.950 3.449
C -4.066 -0.437 4.952
N -3.712 -0.971 2.588
H -3.353 -3.008 4.363
H -5.030 -3.019 4.932
H -4.688 -3.383 3.227
H -6.125 0.126 3.296
H -6.318 -1.487 2.554
H -6.622 -1.257 4.290
H -4.197 0.632 4.739
H -4.659 -0.700 5.836
H -3.005 -0.631 5.162
H -3.680 0.007 2.326
H -2.904 -1.583 2.486
*
```

Gap between HOMO and LUMO (alpha / beta) in Eh: 0.2532 / 0.1705
Maximum force in eV/Å: 8.71
⟨S²⟩: 6.069
HOMO energy (alpha / beta) in eV: -10.765 / -11.305
DFT total energy in a.u.: -2049.9108

***

Entry 7:
Molecular formula: C13H18HgNO9S
Method: DFT, the ωB97M-V functional and the def2-TZVPD basis

ORCA input file:
```
! RIJCOSX wB97M-V def2-TZVPD def2/J DEFGRID3
* xyz 1 1
Hg -3.672 -2.218 0.240
C -1.034 0.583 0.383
O -1.973 -0.490 0.282
H -1.668 1.459 0.520
H -0.381 0.475 1.248
H -0.426 0.687 -0.516
C 2.205 0.138 -2.277
C 1.879 -1.323 -2.245
O 2.946 -1.814 -3.068
S 4.478 -0.999 -2.888
O 5.109 -0.893 -4.165
O 5.308 -1.377 -1.718
O 3.598 0.309 -2.428
H 2.106 0.580 -1.285
H 1.650 0.514 -3.136
H 0.938 -1.505 -2.764
H 1.799 -1.736 -1.239
C 3.347 -3.184 1.578
C 2.086 -2.988 2.251
C 1.878 -1.653 2.646
C 2.690 -0.580 2.314
C 3.907 -0.881 1.771
C 4.321 -2.194 1.329
N 2.393 0.792 2.800
O 1.778 0.928 3.854
O 2.773 1.666 1.988
H 3.503 -4.228 1.351
H 1.283 -3.710 2.274
H 0.958 -1.394 3.148
H 4.581 -0.050 1.623
H 5.233 -2.528 0.856
O -4.663 -0.209 -0.680
C -5.052 0.901 -0.594
O -5.920 1.485 -1.450
C -5.972 2.900 -1.334
C -5.587 3.071 0.151
C -4.479 2.009 0.347
H -7.008 3.217 -1.454
H -5.398 3.539 -2.005
H -6.484 2.844 0.728
H -5.118 4.035 0.350
H -4.379 1.486 1.298
H -3.533 2.336 -0.085
*
```

Gap between HOMO and LUMO in Eh: 0.1232
Maximum force in eV/Å: 5.54
HOMO energy in eV: -11.978
DFT total energy in a.u.: -1789.0514

***

Entry 8:
Molecular formula: C13H18IO7P
Method: DFT, the ωB97M-V functional and the def2-TZVPD basis

ORCA input file:
```
! RIJCOSX wB97M-V def2-TZVPD def2/J DEFGRID3
* xyz 0 1
C -0.462 2.520 5.744
C -0.590 1.247 6.105
C -0.520 -0.379 6.229
C 0.308 -1.018 4.974
C 1.060 -2.246 4.887
I 1.309 -3.749 6.470
C 1.656 -2.249 3.392
O 2.742 -2.711 2.926
O 0.626 -1.500 2.667
C 0.435 -0.328 3.515
O 0.368 0.867 3.120
H -0.150 3.511 5.228
H -1.595 -0.830 6.244
H 0.013 -0.580 7.235
C -1.931 0.741 -5.582
C -1.208 -0.546 -5.228
O -0.208 -0.321 -4.249
P -0.682 -0.082 -2.681
O -0.921 -1.564 -2.357
O 0.844 -0.027 -2.017
C 1.168 -0.859 -0.907
C 1.900 -2.106 -1.369
O -0.477 1.597 -2.991
C -0.937 2.485 -1.971
C 0.008 2.533 -0.782
H -2.523 1.099 -4.734
H -2.604 0.588 -6.429
H -1.218 1.531 -5.833
H -1.913 -1.309 -4.880
H -0.707 -0.937 -6.117
H 0.276 -1.106 -0.326
H 1.822 -0.283 -0.244
H 1.365 -2.626 -2.171
H 2.039 -2.802 -0.538
H 2.882 -1.843 -1.771
H -1.944 2.198 -1.658
H -0.997 3.479 -2.421
H -0.081 1.627 -0.178
H -0.229 3.384 -0.135
H 1.048 2.614 -1.107
*
```

Gap between HOMO and LUMO in Eh: 0.3065
Maximum force in eV/Å: 9.69
HOMO energy in eV: -9.856
DFT total energy in a.u.: -1671.6282

***

Entry 9:
Molecular formula: C13H18MnN4S3
Method: DFT, the ωB97M-V functional and the def2-TZVPD basis

ORCA input file:
```
! RIJCOSX wB97M-V def2-TZVPD def2/J DEFGRID3
* xyz 3 5
Mn 0.113 -0.330 -0.081
C 3.057 -0.989 -2.123
C 3.066 -0.969 -0.635
N 1.997 -0.898 0.158
C 2.339 -0.995 1.542
C 3.636 -1.222 1.737
S 4.478 -1.263 0.241
C 1.230 -0.994 2.465
C 1.241 -1.304 3.789
S -0.332 -1.363 4.396
C -0.973 -0.921 2.897
N -0.065 -0.771 1.962
C -2.369 -0.561 2.808
H 3.733 -0.216 -2.450
H 2.062 -0.830 -2.494
H 3.458 -1.927 -2.467
H 4.172 -1.330 2.673
H 2.109 -1.531 4.331
H -2.956 -0.863 3.664
H -2.845 -0.885 1.884
H -2.472 0.528 2.840
C 1.854 2.349 -1.719
S 0.532 1.196 -2.018
C -0.767 2.458 -2.076
H 2.040 2.908 -2.616
H 2.729 1.803 -1.429
H 1.545 3.093 -0.982
H -0.689 3.126 -1.245
H -1.748 2.061 -2.106
H -0.633 3.068 -2.953
N -2.494 -1.159 -1.434
C -3.786 -0.901 -1.717
C -4.094 0.307 -1.064
C -2.918 0.721 -0.430
N -1.947 -0.230 -0.595
H -1.946 -1.916 -1.700
H -4.462 -1.585 -2.285
H -5.045 0.779 -0.990
H -2.852 1.558 0.222
*
```

Gap between HOMO and LUMO (alpha / beta) in Eh: 0.1660 / 0.2391
Maximum force in eV/Å: 2.08
⟨S²⟩: 6.215
HOMO energy (alpha / beta) in eV: -18.201 / -18.191
DFT total energy in a.u.: -3069.7422

***

Entry 10:
Molecular formula: C13H18N2OS2
Method: DFT, the ωB97M-V functional and the def2-TZVPD basis

ORCA input file:
```
! RIJCOSX wB97M-V def2-TZVPD def2/J DEFGRID3
* xyz 0 1
C -5.066 -2.079 -0.113
C -4.763 -0.678 0.405
C -3.344 -0.275 0.190
C -2.319 -0.955 -0.372
C -1.100 -0.222 -0.394
C 0.181 -0.646 -0.922
O 0.388 -1.704 -1.473
N 1.211 0.297 -0.753
C 2.544 -0.093 -1.196
C 3.468 -0.439 -0.027
C 2.975 -1.585 0.862
C 2.965 -2.917 0.117
C 3.868 -1.679 2.099
C 1.050 1.547 -0.232
S 2.241 2.681 -0.143
N -0.192 1.891 0.235
C -1.236 1.028 0.165
S -2.841 1.326 0.722
H -4.877 -2.142 -1.181
H -4.451 -2.817 0.396
H -6.111 -2.319 0.067
H -5.416 0.046 -0.093
H -4.988 -0.626 1.475
H -2.388 -1.950 -0.769
H 2.972 0.741 -1.759
H 2.415 -0.950 -1.856
H 4.441 -0.700 -0.445
H 3.600 0.455 0.585
H 1.953 -1.364 1.193
H 3.948 -3.125 -0.303
H 2.233 -2.910 -0.686
H 2.706 -3.725 0.798
H 3.864 -0.742 2.651
H 4.892 -1.901 1.808
H 3.520 -2.469 2.761
H -0.288 2.823 0.616
*
```

Gap between HOMO and LUMO in Eh: 0.3164
Maximum force in eV/Å: 0.83
HOMO energy in eV: -8.205
DFT total energy in a.u.: -1487.3461

***

Entry 11:
Molecular formula: C13H18N2Rh
Method: DFT, the ωB97M-V functional and the def2-TZVPD basis

ORCA input file:
```
! RIJCOSX wB97M-V def2-TZVPD def2/J DEFGRID3
* xyz -1 5
C 2.041 -0.550 -1.600
C 1.435 0.691 -1.876
C -0.005 0.452 -1.865
C -0.229 -0.913 -1.887
C 1.033 -1.729 -1.652
Rh 1.062 0.523 0.316
N 0.977 -2.878 -0.600
C 2.375 1.689 0.973
C 1.563 2.776 0.502
H -0.717 1.257 -1.961
H 1.904 1.683 -2.002
H -1.184 -1.402 -2.047
H 1.251 -2.409 -2.496
H 3.076 -0.726 -1.800
H 1.726 3.314 -0.447
H 2.453 1.496 2.023
H 1.865 -3.284 -0.303
H 1.032 3.331 1.242
H 3.352 1.678 0.574
C -0.990 -2.760 0.684
C -1.356 -1.459 1.140
C -2.632 -1.148 1.697
C -2.809 0.235 1.613
C -1.655 0.797 1.026
C -1.474 2.205 0.626
N -0.768 -0.212 0.844
H -1.557 -3.085 -0.206
H -1.091 -3.502 1.499
H 0.598 -2.709 0.409
H -3.256 -1.949 2.045
H -3.642 0.839 1.890
H -2.250 2.460 -0.103
H -1.646 2.813 1.516
H -0.479 2.476 0.226
*
```

Gap between HOMO and LUMO (alpha / beta) in Eh: 0.1839 / 0.2427
Maximum force in eV/Å: 4.53
⟨S²⟩: 6.032
HOMO energy (alpha / beta) in eV: -1.328 / -3.272
DFT total energy in a.u.: -725.9052

***

Entry 12:
Molecular formula: C13H18NO2S3
Method: DFT, the ωB97M-V functional and the def2-TZVPD basis

ORCA input file:
```
! RIJCOSX wB97M-V def2-TZVPD def2/J DEFGRID3
* xyz 1 1
C -3.812 -1.952 2.404
S -2.611 -1.571 1.108
C -3.452 -2.457 -0.288
C -2.928 0.173 0.760
C -1.646 0.928 0.516
C -1.643 1.978 -0.433
C -0.500 2.739 -0.646
C 0.661 2.442 0.096
N 1.708 3.404 0.163
O 2.669 3.178 0.930
O 1.617 4.447 -0.523
C 0.701 1.313 0.938
C -0.436 0.543 1.100
H -3.611 -1.290 3.251
H -4.830 -1.835 2.019
H -3.633 -2.997 2.686
H -2.700 -2.704 -1.047
H -3.878 -3.389 0.105
H -4.244 -1.837 -0.726
H -3.489 0.152 -0.180
H -2.554 2.201 -0.992
H -0.505 3.585 -1.322
H 1.621 1.098 1.479
H -0.366 -0.360 1.729
C -4.983 3.165 4.630
C -4.376 1.795 4.893
S -3.051 1.237 3.724
C -3.659 1.422 2.103
S -4.520 2.890 1.828
C -5.638 3.211 3.262
H -5.752 3.360 5.390
H -4.228 3.949 4.728
H -3.866 1.791 5.870
H -5.156 1.027 4.914
H -4.183 0.470 1.578
H -6.466 2.500 3.196
H -6.038 4.222 3.068
*
```

Gap between HOMO and LUMO in Eh: 0.2355
Maximum force in eV/Å: 5.10
HOMO energy in eV: -11.091
DFT total energy in a.u.: -1905.4330

***

Entry 13:
Molecular formula: C13H19BrDySi
Method: DFT, the ωB97M-V functional and the def2-TZVPD basis

ORCA input file:
```
! RIJCOSX wB97M-V def2-TZVPD def2/J DEFGRID3
* xyz -1 6
C -0.901 -1.285 -2.592
C -1.087 -2.321 -1.645
C -2.151 -1.900 -0.759
H -0.624 -3.307 -1.638
C -2.563 -0.551 -1.119
C -1.815 -0.196 -2.284
H -1.962 0.728 -2.860
H -0.296 -1.339 -3.481
H -2.655 -2.507 0.008
H -3.392 -0.022 -0.661
Dy -0.278 -0.376 -0.396
Br 0.550 -1.849 1.622
C 2.977 0.889 -0.966
C 2.164 1.700 -1.816
C 1.742 0.863 -2.907
H 1.939 2.750 -1.692
C 2.329 -0.428 -2.723
C 3.036 -0.432 -1.500
H 3.608 -1.270 -1.085
H 3.521 1.253 -0.103
H 1.191 1.200 -3.772
H 2.289 -1.245 -3.451
C -2.156 0.002 2.340
Si -0.350 0.300 2.542
C 0.252 1.704 1.488
C 0.222 0.350 4.312
H -2.590 0.657 1.568
H -2.540 0.326 3.326
H -2.437 -1.048 2.176
H -0.131 2.509 2.148
H 1.347 1.782 1.429
H -0.200 1.907 0.483
H -0.181 1.291 4.726
H -0.188 -0.499 4.880
H 1.329 0.364 4.403
*
```

Gap between HOMO and LUMO (alpha / beta) in Eh: 0.1211 / 0.1922
Maximum force in eV/Å: 5.32
⟨S²⟩: 9.760
HOMO energy (alpha / beta) in eV: -0.433 / -2.473
DFT total energy in a.u.: -4255.2544